Formula: C19H24N4O
Source: the Open Molecules 2025 dataset
Level of theory: ωB97M-V/def2-TZVPD

## Properties
HOMO level: -8.221 eV
ΔE to the lowest compared entry with this formula, charge and spin: 1.9 kJ/mol
Total charge: 0

Last column: natural (NBO) charge in e.
Cartesian coordinates (Å):
C: -1.531 -5.737 0.142  -0.601
C: -1.212 -4.311 0.571  -0.379
C: -0.694 -3.472 -0.602  -0.437
C: -0.407 -2.072 -0.149  0.296
C: 0.822 -1.716 0.369  -0.356
C: 0.983 -0.383 0.778  0.453
N: 2.141 0.103 1.305  -0.420
C: 2.167 1.490 1.710  -0.223
C: 2.384 2.410 0.495  -0.407
C: 3.114 1.635 -0.612  -0.326
C: 2.217 0.797 -1.531  0.687
N: 1.105 1.408 -1.998  -0.817
O: 2.533 -0.311 -1.907  -0.633
C: 4.155 0.716 0.039  -0.414
C: 3.440 -0.367 0.874  -0.214
N: -0.047 0.467 0.719  -0.556
C: -1.195 0.024 0.220  0.399
C: -2.300 0.987 0.133  -0.018
C: -3.523 0.600 -0.410  -0.198
C: -4.562 1.506 -0.499  -0.214
C: -4.394 2.806 -0.049  -0.202
C: -3.180 3.197 0.494  -0.218
C: -2.139 2.294 0.586  -0.209
N: -1.413 -1.202 -0.235  -0.522
H: -1.897 -6.316 0.987  0.209
H: -2.293 -5.740 -0.634  0.202
H: -0.642 -6.226 -0.251  0.200
H: -0.459 -4.325 1.363  0.196
H: -2.110 -3.836 0.972  0.206
H: -1.456 -3.438 -1.382  0.222
H: 0.213 -3.924 -1.006  0.208
H: 1.618 -2.438 0.441  0.222
H: 2.985 1.599 2.427  0.196
H: 1.226 1.721 2.207  0.240
H: 1.422 2.785 0.148  0.205
H: 2.987 3.270 0.792  0.214
H: 3.621 2.348 -1.274  0.242
H: 0.741 2.251 -1.591  0.396
H: 0.468 0.849 -2.542  0.407
H: 4.756 0.234 -0.730  0.239
H: 4.813 1.318 0.667  0.203
H: 4.040 -0.625 1.755  0.193
H: 3.313 -1.258 0.262  0.231
H: -3.634 -0.416 -0.755  0.239
H: -5.509 1.201 -0.921  0.212
H: -5.208 3.513 -0.118  0.211
H: -3.050 4.210 0.849  0.211
H: -1.191 2.582 1.013  0.226

=====

Formula: CH5IO
Source: the Open Molecules 2025 dataset
Level of theory: ωB97M-V/def2-TZVPD

## Properties
HOMO level: -9.538 eV
ΔE to the lowest compared entry with this formula, charge and spin: 22.6 kJ/mol
Total charge: 0

Last column: natural (NBO) charge in e.
Cartesian coordinates (Å):
C: 0.000 0.000 0.000  -0.692
I: -2.083 0.890 0.154  0.035
H: -0.073 -0.862 0.684  0.218
H: 0.722 0.721 0.418  0.218
H: 0.380 -0.355 -0.973  0.221
O: 2.191 -1.253 -5.282  -0.939
H: 2.928 -1.169 -5.928  0.471
H: 2.542 -0.857 -4.452  0.469

=====

Formula: C4H8N2O5
Source: the Open Molecules 2025 dataset
Level of theory: ωB97M-V/def2-TZVPD

## Properties
HOMO level (alpha / beta): -8.213 / -10.283 eV
ΔE to the lowest compared entry with this formula, charge and spin: 529.8 kJ/mol
Spin multiplicity: 3
Total charge: 0

Last column: Löwdin spin population.
Cartesian coordinates (Å):
C: 0.462 0.368 -1.031  0.006
C: -0.922 0.046 1.689  0.004
C: 0.865 -1.314 1.243  0.034
C: 1.560 -0.320 -0.149  0.003
N: 2.531 0.709 0.358  0.472
N: 2.291 -1.382 -0.905  -0.002
O: 3.712 0.435 0.312  0.756
O: 2.023 1.707 0.831  0.700
O: 2.078 -1.514 -2.062  0.005
O: 3.073 -2.003 -0.266  0.006
O: -0.461 -1.128 1.191  0.010
H: 1.040 0.709 -1.835  0.000
H: 0.068 1.175 -0.367  0.000
H: -0.268 -0.337 -1.284  0.000
H: -1.888 0.265 1.109  0.000
H: -0.151 0.928 1.571  0.002
H: -1.159 -0.009 2.746  0.000
H: 1.095 -2.368 1.045  0.002
H: 1.358 -0.995 2.142  0.001

=====

Repeat the third record exactly.
Formula: C4H8N2O5
Source: the Open Molecules 2025 dataset
Level of theory: ωB97M-V/def2-TZVPD

## Properties
HOMO level (alpha / beta): -8.213 / -10.283 eV
ΔE to the lowest compared entry with this formula, charge and spin: 529.8 kJ/mol
Spin multiplicity: 3
Total charge: 0

Last column: Löwdin spin population.
Cartesian coordinates (Å):
C: 0.462 0.368 -1.031  0.006
C: -0.922 0.046 1.689  0.004
C: 0.865 -1.314 1.243  0.034
C: 1.560 -0.320 -0.149  0.003
N: 2.531 0.709 0.358  0.472
N: 2.291 -1.382 -0.905  -0.002
O: 3.712 0.435 0.312  0.756
O: 2.023 1.707 0.831  0.700
O: 2.078 -1.514 -2.062  0.005
O: 3.073 -2.003 -0.266  0.006
O: -0.461 -1.128 1.191  0.010
H: 1.040 0.709 -1.835  0.000
H: 0.068 1.175 -0.367  0.000
H: -0.268 -0.337 -1.284  0.000
H: -1.888 0.265 1.109  0.000
H: -0.151 0.928 1.571  0.002
H: -1.159 -0.009 2.746  0.000
H: 1.095 -2.368 1.045  0.002
H: 1.358 -0.995 2.142  0.001

=====

Repeat the third record exactly.
Formula: C4H8N2O5
Source: the Open Molecules 2025 dataset
Level of theory: ωB97M-V/def2-TZVPD

## Properties
HOMO level (alpha / beta): -8.213 / -10.283 eV
ΔE to the lowest compared entry with this formula, charge and spin: 529.8 kJ/mol
Spin multiplicity: 3
Total charge: 0

Last column: Löwdin spin population.
Cartesian coordinates (Å):
C: 0.462 0.368 -1.031  0.006
C: -0.922 0.046 1.689  0.004
C: 0.865 -1.314 1.243  0.034
C: 1.560 -0.320 -0.149  0.003
N: 2.531 0.709 0.358  0.472
N: 2.291 -1.382 -0.905  -0.002
O: 3.712 0.435 0.312  0.756
O: 2.023 1.707 0.831  0.700
O: 2.078 -1.514 -2.062  0.005
O: 3.073 -2.003 -0.266  0.006
O: -0.461 -1.128 1.191  0.010
H: 1.040 0.709 -1.835  0.000
H: 0.068 1.175 -0.367  0.000
H: -0.268 -0.337 -1.284  0.000
H: -1.888 0.265 1.109  0.000
H: -0.151 0.928 1.571  0.002
H: -1.159 -0.009 2.746  0.000
H: 1.095 -2.368 1.045  0.002
H: 1.358 -0.995 2.142  0.001

=====

What did the third record say?
Formula: C4H8N2O5
Source: the Open Molecules 2025 dataset
Level of theory: ωB97M-V/def2-TZVPD

## Properties
HOMO level (alpha / beta): -8.213 / -10.283 eV
ΔE to the lowest compared entry with this formula, charge and spin: 529.8 kJ/mol
Spin multiplicity: 3
Total charge: 0

Last column: Löwdin spin population.
Cartesian coordinates (Å):
C: 0.462 0.368 -1.031  0.006
C: -0.922 0.046 1.689  0.004
C: 0.865 -1.314 1.243  0.034
C: 1.560 -0.320 -0.149  0.003
N: 2.531 0.709 0.358  0.472
N: 2.291 -1.382 -0.905  -0.002
O: 3.712 0.435 0.312  0.756
O: 2.023 1.707 0.831  0.700
O: 2.078 -1.514 -2.062  0.005
O: 3.073 -2.003 -0.266  0.006
O: -0.461 -1.128 1.191  0.010
H: 1.040 0.709 -1.835  0.000
H: 0.068 1.175 -0.367  0.000
H: -0.268 -0.337 -1.284  0.000
H: -1.888 0.265 1.109  0.000
H: -0.151 0.928 1.571  0.002
H: -1.159 -0.009 2.746  0.000
H: 1.095 -2.368 1.045  0.002
H: 1.358 -0.995 2.142  0.001